60
Properties=species:S:1:pos:R:3:forces:R:3 method="wB97M-V/def2-TZVPD" homo_ev=-4.506 homo_lumo_gap_ev=7.14 total_charge=-1 e_lumo_ev=2.64
S -1.0380 2.5308 5.3289 -0.1 0.0 -0.1
P 1.7495 1.3540 0.6193 0.1 0.5 1.2
P -0.1145 2.8164 3.5732 0.0 -0.4 0.6
Al 0.5359 0.7257 2.5963 -0.1 -0.6 -0.3
O 0.6994 -2.5644 -0.2930 -0.1 -0.1 -0.1
O -1.2579 2.7220 -1.4388 -0.1 -0.1 -0.2
N 2.7859 2.5599 0.8716 0.0 0.0 -0.3
N 1.6971 -2.5571 -3.0090 0.1 0.1 0.1
N -3.0265 4.9113 -2.1445 0.1 0.1 0.1
C -2.1123 4.3300 -3.1317 -0.2 -0.2 0.1
C 1.9692 -3.1036 -0.5957 0.2 0.1 0.1
C -1.7507 -1.2114 2.9888 -0.3 -0.3 -0.2
C 2.3089 -1.4325 3.4028 0.1 0.0 0.2
C 3.5548 -1.6004 2.8771 -0.4 -0.1 -0.3
C -1.7118 1.4489 -1.8629 0.0 0.1 0.2
C -0.9220 3.6188 -2.4750 0.2 0.2 0.1
C -2.9159 3.4514 -4.0867 0.0 0.0 -0.1
C -1.0369 -0.3549 1.9932 -0.4 1.7 1.2
C -0.3225 -3.5096 -0.0452 -0.1 0.1 0.0
C 2.1413 -3.5700 -2.0461 -0.2 0.0 0.0
C -3.1039 -1.3515 3.0771 0.1 0.3 0.2
C 1.7394 -0.1735 3.9300 0.0 0.7 -1.3
C 1.4465 -4.8909 -2.3654 0.1 -0.1 0.0
H 0.3738 -4.7574 -2.5049 0.0 0.0 0.0
H 1.6237 -2.2877 3.4307 0.6 -0.4 1.3
H -0.7697 -0.9811 1.1388 0.1 -0.2 0.1
H 3.9119 -0.9651 2.0703 0.7 1.0 1.1
H -1.7857 0.3532 1.6011 0.0 -0.1 -0.2
H 1.8436 -5.3065 -3.2920 0.0 0.0 0.0
H -3.5801 2.7757 -3.5484 0.0 0.0 0.0
H 2.2227 -3.9019 0.1148 0.0 -0.1 0.0
H 0.7525 -2.2829 -2.7507 0.0 0.0 0.0
H 2.5518 0.5225 4.1433 0.0 0.0 0.0
H -3.2745 4.1786 -1.4844 0.0 0.0 0.0
H -1.6924 5.1531 -3.7192 0.0 0.0 0.0
H -1.0578 -3.0368 0.6062 0.0 0.0 0.0
H -1.1431 -1.7841 3.6990 0.2 -1.2 -1.1
H 0.0709 -4.3996 0.4568 0.0 0.0 0.0
H 3.2153 -3.7202 -2.1956 0.0 0.0 0.0
H 1.6026 -5.6233 -1.5708 0.0 0.0 0.0
H 2.2458 -1.7118 -2.8797 0.0 0.0 0.0
H 2.7554 2.8084 1.8545 0.1 0.0 0.0
H -0.2994 3.1155 -3.2280 -0.1 0.0 0.0
H -1.4865 0.7366 -1.0687 0.0 0.0 0.0
H -2.7939 1.4591 -2.0174 0.0 -0.1 -0.1
H -3.7450 -0.4850 3.2346 -0.1 0.2 -1.7
H -3.5393 4.0735 -4.7294 0.0 0.0 0.0
H -0.2956 4.3783 -1.9999 0.0 0.0 0.0
H 2.3605 0.1930 0.0690 -0.2 0.1 -0.4
H -0.8640 3.6432 2.7088 0.2 0.2 0.0
H 1.1975 -0.3351 4.8619 -0.2 -0.2 -0.1
H -3.6054 -2.3139 3.0008 0.2 -0.2 1.7
H 4.2078 -2.3926 3.2316 -0.5 -0.9 -1.1
H 2.6735 -2.2872 -0.4175 0.0 0.0 0.0
H -1.2096 1.1221 -2.7793 0.0 0.0 0.0
H -2.5237 5.5922 -1.5830 0.0 0.0 0.0
H 0.7796 1.7039 -0.3512 0.2 -0.4 -0.3
H 1.0554 3.5660 3.8237 -0.1 0.3 -0.4
H -2.2603 2.8549 -4.7244 0.0 0.0 0.0
H -0.8335 -3.8067 -0.9658 0.0 -0.1 0.0


67
Properties=species:S:1:pos:R:3:forces:R:3 method="wB97M-V/def2-TZVPD" homo_ev=-3.704 homo_lumo_gap_ev=5.74 total_charge=-1 de_lowest_ev=0.000 e_lumo_ev=2.04
Cl -5.5246 6.0956 -13.6843 0.3 0.6 1.3
O -5.5286 4.9273 -12.8351 0.0 -0.4 0.3
O -5.0480 1.9078 -16.2632 0.3 0.0 -0.1
O -6.1729 2.4572 -19.9640 0.5 -0.1 -0.4
O -9.3200 5.4452 -18.4248 -0.4 -0.9 -0.1
O -11.1419 3.3112 -17.9708 0.8 1.1 -0.5
O -6.8849 6.3534 -14.0747 -0.1 0.2 -0.4
O -7.7669 0.3690 -19.0307 0.6 -0.3 -0.4
O -8.1131 2.1297 -14.9847 1.0 1.2 0.3
O -4.9493 7.2131 -12.9899 -0.4 -0.1 -0.1
O -4.7067 5.8135 -14.8291 0.3 -0.1 -1.3
N -6.7966 3.7269 -16.8426 0.1 0.3 0.3
N -5.1625 0.4629 -18.6410 -0.2 -0.4 0.2
N -3.0774 3.6250 -15.5165 0.0 0.9 -0.6
N -1.7871 4.3998 -17.9901 0.2 -0.7 -0.2
N -8.3609 3.9846 -13.1952 -0.8 0.5 1.1
C -4.1075 4.3559 -18.9052 0.2 0.1 -0.6
C -10.0094 3.1331 -18.4662 -2.1 -1.3 1.0
C -8.2577 1.5296 -19.0846 -1.0 0.3 0.6
C -0.7212 2.2047 -17.4097 0.5 -0.4 0.2
C -7.8445 4.0329 -19.4393 1.2 -2.0 -1.1
C -7.1918 1.0760 -15.0501 -0.5 0.0 -0.5
C -2.7498 5.0502 -18.8983 -0.4 -0.3 0.8
C -5.6523 1.3435 -15.1167 0.1 0.4 1.0
C -1.4730 3.0312 -18.4467 0.3 0.0 0.2
C -0.7735 6.3480 -16.8447 -0.2 0.3 -1.3
C -7.3403 2.7217 -19.5978 -1.5 0.0 0.6
C -0.5653 5.2089 -17.8584 -0.3 0.1 1.1
C -9.5697 1.8008 -18.6229 2.4 0.3 -1.3
C -9.0714 4.2820 -18.7993 -0.3 2.3 0.3
H -6.1547 0.1327 -18.7900 -0.7 0.3 0.3
H -5.0771 0.9382 -17.7144 -0.1 0.0 0.6
H -8.4810 3.6464 -12.2431 0.3 0.0 -0.1
H -3.5605 4.4832 -15.2291 -0.4 0.0 0.4
H -8.2857 3.1426 -13.8653 0.5 -1.5 -1.4
H -5.9792 3.0736 -16.8359 0.4 -0.2 0.5
H -4.4808 4.0456 -17.9301 0.2 0.2 0.0
H -4.5361 -0.3260 -18.7253 0.3 0.3 -0.3
H -7.1281 4.8175 -19.6562 -0.4 0.3 0.0
H -10.2105 0.9772 -18.3547 0.0 0.0 0.2
H -5.4476 1.9652 -14.2194 0.1 0.2 -0.1
H -0.9185 3.0688 -19.3947 0.2 0.0 0.0
H -1.2888 2.0052 -16.5014 -0.3 0.0 -0.1
H -7.4480 0.4718 -15.9347 0.1 -0.2 0.0
H -2.3785 5.0565 -19.9315 0.2 0.2 0.0
H 0.2317 2.6030 -17.0558 0.0 0.3 -0.3
H -7.1994 3.7157 -17.7950 -0.2 0.4 0.1
H -2.8690 6.0665 -18.5230 0.0 0.1 -0.3
H -3.8262 2.9258 -15.8280 -0.6 -0.9 0.2
H -1.3695 7.0994 -17.3669 -0.1 0.2 0.5
H -2.3706 2.4567 -18.6750 -0.3 0.4 0.1
H -0.2825 5.6157 -18.8346 0.2 0.0 0.0
H 0.1787 6.8149 -16.5972 0.0 -0.1 0.2
H -2.4851 3.3321 -14.7506 0.0 -0.3 -0.1
H -2.5471 3.9200 -16.3782 0.2 -0.2 0.2
H -7.4201 3.2619 -16.1451 -0.6 -0.2 0.4
H -0.4781 1.2254 -17.8282 -0.1 0.0 -0.1
H -5.2101 1.2280 -19.3472 0.2 0.0 -0.4
H -6.5552 4.6769 -16.5706 -0.1 -0.1 0.0
H -9.1991 4.5244 -13.4023 0.3 0.1 -0.3
H -5.1237 0.4058 -14.8780 -0.3 -0.3 -0.1
H -7.5192 4.5630 -13.2598 -0.1 0.1 0.0
H -4.8374 5.0271 -19.3590 -0.1 -0.1 0.1
H -7.3864 0.4521 -14.1642 0.6 -0.4 0.0
H -4.0939 3.4809 -19.5535 -0.1 0.0 0.1
H -1.3090 6.0338 -15.9526 0.1 -0.1 0.1
H 0.2494 4.6206 -17.4382 -0.1 -0.4 -0.5


60
Properties=species:S:1:pos:R:3:forces:R:3 method="wB97M-V/def2-TZVPD" homo_ev=-4.166 homo_lumo_gap_ev=6.25 total_charge=-1 e_lumo_ev=2.08
O -0.5371 -2.7859 -7.1787 -0.3 -0.1 0.1
O -0.8570 -0.7848 7.1029 0.1 0.0 0.0
O 2.5384 -0.1813 -1.9454 -0.1 -0.1 0.0
O -0.6697 -0.6753 2.4407 0.1 -0.1 0.1
O -1.8516 1.2892 -2.7714 -0.1 0.0 -0.1
N 0.7131 2.0040 -1.0177 -0.1 -0.1 0.0
N -0.5949 1.2338 4.9338 0.0 -0.1 0.0
C -1.4323 0.5147 7.1221 -0.1 0.0 0.1
C -0.8471 1.5312 3.5263 0.1 0.1 0.1
C 1.2128 0.8682 -0.2488 -0.1 0.2 0.0
C 0.5083 -0.8330 7.4625 -0.1 0.0 0.0
C -1.4888 0.4528 2.6632 -0.1 0.1 -0.1
C -1.7034 1.2445 -1.3690 -0.1 0.1 0.0
C -1.7870 0.9831 5.7292 0.1 0.0 -0.1
C -0.7076 2.2639 -0.8169 0.1 0.0 0.0
C -0.7364 -1.6901 3.4221 0.1 0.0 -0.1
C -0.8778 0.6305 -3.5802 -0.1 0.1 0.1
C 2.5968 0.4528 -0.6880 0.0 -0.1 0.1
C 0.8619 -2.9431 -6.8033 0.2 0.6 -0.1
C 3.1618 0.4848 -3.0223 0.0 0.0 -0.1
C -1.2636 -1.9842 -6.2866 0.1 0.0 -0.5
B 1.8150 -1.5866 -6.7354 -0.2 -0.1 -0.1
H -0.9526 3.2278 -1.2708 0.0 0.0 0.0
H -1.3709 0.3165 -4.4975 0.0 0.0 0.0
H 3.1253 -0.1952 -3.8715 0.0 0.1 -0.1
H 1.1667 -0.5487 -6.5741 -0.1 0.0 0.1
H -0.8683 2.3742 0.2623 0.0 0.0 0.0
H 0.0180 0.4309 4.9933 0.0 0.0 0.0
H -1.2434 -0.9383 -6.6014 0.1 0.2 0.1
H -1.4862 0.2255 -1.0240 0.1 0.0 -0.1
H -2.3483 0.4593 7.7176 0.0 0.0 0.0
H -2.3549 1.9151 5.8100 0.0 0.0 0.0
H 0.1108 1.7896 3.0689 0.0 0.0 0.0
H 2.4592 -1.4715 -7.7833 0.0 0.0 0.1
H -0.4529 -0.2503 -3.0949 0.0 0.0 0.1
H 1.2409 1.1569 0.8080 0.0 0.0 0.0
H 2.6426 1.4144 -3.2906 0.0 0.0 0.0
H 0.8801 -3.5036 -5.8638 -0.1 -0.1 0.3
H -0.7549 1.2256 7.6048 0.0 0.0 0.0
H 4.2071 0.7206 -2.7893 0.0 0.0 0.0
H 0.5768 -0.0218 -0.3306 0.0 0.0 0.1
H -2.3082 -2.3032 -6.2741 -0.1 -0.2 -0.1
H -0.8768 -2.0414 -5.2698 0.1 0.0 0.2
H 0.8812 1.8533 -2.0032 0.1 -0.1 -0.1
H 0.6809 -0.3499 8.4293 0.0 0.0 0.0
H -2.4496 0.2268 5.2847 -0.1 0.0 0.0
H -1.7282 -1.7447 3.8796 0.0 0.0 0.0
H -0.0719 1.3111 -3.8629 0.1 0.0 0.0
H -1.4736 2.4279 3.4747 0.0 0.0 0.0
H 0.7837 -1.8829 7.5427 0.0 0.0 0.0
H 1.1528 -0.3598 6.7139 0.0 0.1 0.0
H 2.9733 -0.2870 0.0271 0.1 0.1 0.0
H 0.0127 -1.5523 4.2084 -0.1 0.0 0.1
H -1.6619 0.8904 1.6778 0.0 0.0 0.0
H 3.2860 1.3048 -0.6924 0.0 0.0 -0.1
H -0.5275 -2.6376 2.9260 0.0 0.0 0.0
H -2.6920 1.5072 -0.9769 0.0 0.0 0.0
H 1.2494 -3.6149 -7.5626 0.0 -0.3 -0.2
H 2.5890 -1.7021 -5.7801 0.1 0.0 0.0
H -2.4685 0.1382 3.0456 0.0 0.0 0.1